Entry from the Open Molecules 2025 dataset: a molecular structure, C19H19Br12NO4 (the ωB97M-V functional and the def2-TZVPD basis).

Last column: natural (NBO) charge in e.
CARTESIAN COORDINATES (ANGSTROEM)
C 3.602 -1.274 -0.338  -0.627
C 1.977 -1.292 -0.212  -0.239
N 1.459 -0.580 -1.422  -0.671
C 0.162 0.082 -1.176  0.174
C -0.966 -0.559 -0.331  -0.195
C -2.314 0.155 -0.116  -0.148
C -2.565 1.537 -0.769  -0.019
C -1.454 2.217 -1.595  -0.209
C -0.071 1.497 -1.802  0.015
C 1.129 2.178 -2.640  -0.438
C 1.325 3.658 -1.979  -0.515
C 1.851 3.600 -0.477  0.780
O 1.202 3.178 0.509  -0.536
O 3.176 4.117 -0.178  -0.737
C -4.007 2.190 -0.535  0.488
O -4.326 3.198 -1.229  -0.530
C -5.044 1.578 0.501  -0.286
C -4.735 0.326 1.086  -0.233
C -3.428 -0.536 0.772  0.527
O -3.249 -1.709 1.212  -0.536
H 4.116 -1.826 0.515  0.220
H 3.883 -0.158 -0.367  0.215
H 3.902 -1.685 -1.373  0.206
H 1.687 -0.761 0.766  0.214
H 1.647 -2.398 -0.185  0.187
H 1.237 -1.327 -2.113  0.378
H -0.771 -1.572 0.145  0.253
H -1.579 3.243 -2.072  0.240
H 0.929 2.220 -3.759  0.239
H 2.128 1.641 -2.461  0.255
H 2.049 4.281 -2.631  0.239
H 0.329 4.243 -2.017  0.240
H 2.963 4.958 0.304  0.493
H -6.006 2.172 0.712  0.264
H -5.461 -0.143 1.848  0.240
C -2.461 -5.234 0.872  -0.492
Br -2.659 -7.160 0.998  0.082
Br -1.201 -4.553 2.180  0.099
Br -2.010 -4.670 -0.929  0.088
H -3.430 -4.797 1.108  0.236
C 7.638 -1.125 1.371  -0.491
Br 7.121 -0.439 -0.368  0.095
Br 6.205 -0.961 2.667  0.091
Br 8.304 -2.944 1.258  0.088
H 8.461 -0.506 1.725  0.226
C -6.908 5.068 2.602  -0.492
Br -8.175 4.094 3.701  0.084
Br -6.015 6.471 3.601  0.083
Br -5.642 3.877 1.737  0.130
H -7.479 5.553 1.812  0.227
C 2.750 -5.930 -0.224  -0.490
Br 2.801 -4.669 -1.696  0.077
Br 3.762 -5.296 1.305  0.087
Br 0.928 -6.385 0.256  0.097
H 3.232 -6.843 -0.568  0.226

Properties
DFT total energy, eV: -870192.6881
Total charge: 0
HOMO-LUMO gap, eV: 7.42